Record 1
{"formula": "C21H18FN2O", "method": "ωB97M-V/def2-TZVPD", "species": ["F", "C", "C", "C", "C", "C", "C", "C", "C", "C", "C", "C", "C", "C", "H", "H", "H", "H", "H", "H", "H", "H", "H", "H", "C", "O", "C", "C", "C", "C", "C", "C", "N", "C", "N", "H", "H", "H", "H", "H", "H", "H", "H"], "xyz": [[-2.940, 0.542, -4.975], [-2.473, 0.684, -3.685], [-2.914, 1.789, -2.949], [-2.420, 1.929, -1.634], [-1.501, 1.029, -1.132], [-1.096, -0.137, -1.860], [-0.285, -1.091, -1.186], [0.244, -2.327, -1.663], [0.709, -3.284, -0.696], [1.035, -4.583, -1.067], [0.953, -4.963, -2.417], [0.599, -4.023, -3.395], [0.313, -2.710, -3.036], [-1.625, -0.283, -3.184], [-3.612, 2.497, -3.375], [-2.778, 2.751, -1.007], [-1.078, 1.155, -0.134], [-0.249, -0.970, -0.106], [0.753, -2.977, 0.348], [1.342, -5.310, -0.312], [1.153, -5.994, -2.706], [0.546, -4.307, -4.452], [0.123, -1.968, -3.810], [-1.434, -1.175, -3.775], [-1.859, 2.526, 4.573], [-0.446, 2.799, 4.710], [0.413, 2.316, 3.775], [-0.005, 1.514, 2.678], [0.977, 1.113, 1.781], [2.315, 1.499, 1.982], [2.738, 2.278, 3.043], [1.776, 2.682, 3.955], [3.022, 0.976, 0.911], [2.149, 0.307, 0.104], [0.922, 0.374, 0.605], [-2.310, 2.998, 5.447], [-2.250, 2.970, 3.649], [-2.045, 1.444, 4.576], [-1.047, 1.213, 2.510], [3.787, 2.550, 3.132], [2.004, 3.292, 4.818], [4.019, 1.072, 0.750], [2.476, -0.199, -0.791]], "atomic_forces_ev_per_a": [[0.4931, 0.0664, 1.4662], [-0.4063, 0.0489, -0.9823], [0.7348, -0.5448, 0.7162], [-0.3447, 0.1711, -0.6194], [0.1238, -0.7822, 0.3570], [-0.5648, 1.0685, -0.6846], [-1.1756, -1.3900, -0.1444], [0.8256, -0.3957, -0.2557], [-0.4378, 0.2414, -0.2968], [0.0202, 0.1556, -0.1452], [-0.2554, 0.3050, 0.2792], [0.0318, 0.3749, -0.1023], [-0.1166, -0.2331, 0.1359], [0.0909, 0.0103, 0.3662], [0.0090, -0.0882, -0.0323], [0.2489, -0.2542, -0.3138], [-0.1945, 0.0565, -0.4130], [0.1004, 0.0542, -0.4568], [-0.0525, -0.1130, -0.1818], [-0.0968, 0.2963, -0.2691], [0.0219, 0.2790, 0.0779], [0.1547, 0.0758, 0.4743], [0.2149, -0.4122, 0.2087], [-0.2918, 0.4631, 0.1079], [0.7984, 0.0745, 0.0054], [-0.3563, -0.1780, -0.1575], [-0.5034, -0.6360, -0.9236], [-0.3265, 0.5362, 0.8695], [1.5843, 0.1182, -0.4086], [-0.2066, -0.2185, -0.4395], [-0.0751, 0.2589, 0.5369], [-0.3824, -0.3092, -0.4330], [0.3864, -0.2207, -0.4669], [-0.4770, 0.9520, 1.8495], [0.5223, -0.1039, -0.1882], [-0.0175, -0.1397, -0.2171], [0.0711, -0.0571, 0.1805], [0.0062, 0.2049, 0.0576], [0.4834, 0.2468, 0.2646], [-0.2078, 0.0606, 0.1777], [0.1178, -0.0146, -0.0679], [-0.3886, -0.0192, 0.0766], [-0.1618, -0.0091, -0.0080]], "mulliken_charge": [-0.304, 0.008, -0.472, -0.606, -0.229, 1.134, -0.656, 1.203, -0.456, -0.713, -0.281, -0.795, -0.211, -0.640, 0.470, 0.429, 0.248, 0.304, 0.390, 0.399, 0.396, 0.401, 0.558, 0.478, -0.753, -0.450, 0.566, 0.195, -0.325, 0.210, -1.001, -0.567, -0.050, -0.574, -0.125, 0.239, 0.310, 0.312, 0.473, 0.378, 0.459, 0.217, 0.430], "homo_lumo_gap_ev": 5.00, "e_homo_ev": -10.610, "relative_energy_kcal_mol": 0.0, "total_charge": 1}

***

Record 2
{"formula": "C21H18FeN2", "method": "ωB97M-V/def2-TZVPD", "species": ["C", "C", "N", "C", "C", "C", "C", "C", "N", "C", "C", "H", "H", "H", "H", "H", "C", "C", "C", "C", "C", "C", "C", "Fe", "C", "C", "C", "C", "C", "H", "H", "H", "H", "H", "H", "H", "H", "H", "H", "H", "H", "H"], "xyz": [[0.150, 1.042, -1.258], [-0.818, 2.133, -1.455], [-1.678, 2.914, -1.517], [1.607, 1.442, -1.679], [2.557, 0.448, -1.982], [3.863, 0.742, -2.380], [4.257, 2.082, -2.516], [5.643, 2.423, -2.735], [6.775, 2.722, -2.843], [3.288, 3.081, -2.426], [1.967, 2.751, -2.046], [-0.093, 0.213, -1.962], [2.260, -0.604, -1.883], [4.591, -0.054, -2.593], [3.577, 4.110, -2.660], [1.250, 3.555, -2.013], [0.366, 1.399, 1.231], [-0.122, 0.479, 0.125], [-1.577, 0.025, 0.402], [-2.392, -0.834, -0.446], [-3.605, -1.206, 0.261], [-3.593, -0.544, 1.559], [-2.362, 0.234, 1.638], [-2.017, -1.666, 1.330], [-0.503, -2.052, 2.512], [-0.340, -2.666, 1.195], [-1.501, -3.515, 0.954], [-2.374, -3.421, 2.113], [-1.758, -2.524, 3.072], [1.406, 1.676, 1.077], [-0.221, 2.321, 1.280], [0.263, 0.933, 2.214], [0.442, -0.460, 0.220], [-2.084, -1.153, -1.437], [-4.379, -1.882, -0.118], [-4.353, -0.673, 2.346], [-2.097, 0.865, 2.486], [0.212, -1.405, 3.011], [0.508, -2.544, 0.530], [-1.667, -4.133, 0.078], [-3.300, -3.972, 2.258], [-2.147, -2.281, 4.058]], "atomic_forces_ev_per_a": [[0.7807, -0.0735, -1.5920], [-1.3027, 0.7139, -0.2787], [1.3318, -0.7609, -0.0686], [-1.2185, 0.2156, 0.3116], [1.2765, -0.9207, -0.1542], [-1.4050, -1.5787, 0.3902], [3.2328, 0.3968, -0.4849], [-0.6734, -0.1349, 0.3843], [-0.7044, -0.2127, -0.1299], [-2.6278, 0.8174, 0.3824], [1.8014, 0.8498, -0.1822], [-0.3725, 0.5668, 0.1941], [0.1689, 0.2822, -0.0127], [-0.4870, 0.2782, 0.1605], [-0.3236, -0.2681, 0.0944], [-0.2446, 0.1443, 0.1004], [-0.1086, 0.3544, 0.2820], [-0.5112, -0.9135, 1.6218], [-1.1261, 1.6664, -0.5965], [-0.3832, 1.3105, -0.4900], [-0.9718, 1.3272, -0.8857], [-1.0223, 1.4871, -0.8380], [-0.5956, 1.5568, -0.8270], [-0.1193, -0.1101, -0.2675], [1.0031, -1.6020, 0.6321], [0.7549, -1.5416, 1.0334], [1.0186, -1.4197, 0.8328], [0.8114, -1.6851, 0.7229], [0.9193, -1.4381, 0.9689], [0.1506, -0.0216, -0.0502], [-0.0304, 0.0000, -0.1761], [0.0605, -0.1522, -0.1120], [0.2642, 0.3234, -0.2334], [-0.1828, -0.1111, 0.2057], [0.3801, 0.3680, 0.2101], [0.5309, 0.2493, -0.5324], [0.0702, -0.2913, -0.3199], [-0.1878, -0.0729, -0.1761], [-0.1886, -0.0209, 0.1312], [-0.0032, 0.2071, 0.1457], [0.1746, 0.2001, -0.0780], [0.0601, 0.0142, -0.3186]], "mulliken_charge": [1.053, -0.092, -0.725, -0.215, -0.343, -0.634, 0.284, 0.111, -0.753, -0.712, -0.508, 0.333, 0.272, 0.342, 0.348, 0.316, -2.033, 1.189, 1.127, -0.701, -0.728, -0.788, -0.576, -0.382, -0.475, -0.788, -0.674, -0.661, -0.673, 0.428, 0.350, 0.391, -0.236, 0.438, 0.421, 0.358, 0.413, 0.610, 0.639, 0.431, 0.435, 0.410], "spin_multiplicity": 5, "homo_lumo_gap_ev": [3.76, 5.98], "e_homo_ev": [1.380, -1.007], "relative_energy_kcal_mol": 0.0, "total_charge": -2, "s2": 6.099}

***

Record 3
{"formula": "C21H18MnNOS6", "method": "ωB97M-V/def2-TZVPD", "species": ["Mn", "S", "C", "C", "C", "C", "C", "C", "S", "C", "C", "C", "C", "C", "C", "C", "S", "C", "C", "C", "C", "C", "C", "S", "N", "H", "H", "H", "H", "H", "H", "H", "H", "H", "H", "H", "H", "H", "H", "H", "C", "O", "C", "S", "S", "H", "H", "H"], "xyz": [[-0.180, 0.197, 0.052], [1.805, -0.628, 0.822], [1.361, -2.050, 1.716], [2.310, -2.651, 2.547], [1.940, -3.688, 3.378], [0.636, -4.166, 3.371], [-0.296, -3.627, 2.501], [0.069, -2.578, 1.670], [-1.196, -1.770, 0.690], [-1.116, -2.660, -0.921], [-0.391, -1.913, -2.001], [-0.346, -2.459, -3.278], [0.305, -1.767, -4.284], [0.941, -0.578, -3.966], [0.881, -0.096, -2.668], [1.644, 1.139, -2.298], [0.966, 2.010, -0.834], [-0.301, 2.996, -1.617], [0.059, 4.196, -2.205], [-0.912, 4.985, -2.799], [-2.243, 4.583, -2.766], [-2.602, 3.392, -2.169], [-1.629, 2.570, -1.597], [-2.079, 1.024, -0.940], [0.195, -0.743, -1.709], [3.315, -2.256, 2.560], [2.662, -4.106, 4.063], [0.337, -4.941, 4.059], [-1.314, -3.982, 2.498], [-2.160, -2.807, -1.211], [-0.649, -3.630, -0.744], [-0.830, -3.402, -3.474], [0.319, -2.143, -5.293], [1.485, -0.026, -4.712], [1.666, 1.854, -3.119], [2.668, 0.868, -2.020], [1.093, 4.504, -2.192], [-0.632, 5.911, -3.273], [-3.006, 5.201, -3.211], [-3.632, 3.078, -2.126], [0.124, 1.682, 5.680], [-0.066, 1.920, 4.293], [-0.389, 0.916, 3.522], [-0.601, -0.647, 4.020], [-0.739, 1.395, 1.911], [0.071, 2.652, 6.170], [1.106, 1.236, 5.846], [-0.647, 1.007, 6.058]], "atomic_forces_ev_per_a": [[0.8442, 0.0179, 0.3740], [-0.7809, 0.8024, -0.3248], [-0.0980, -0.3967, -0.1426], [-0.1835, 0.1418, -0.1316], [-0.0123, -0.0333, 0.1103], [-0.0516, -0.0436, 0.0073], [0.0694, 0.0571, -0.0946], [0.0344, 0.0539, -0.2042], [0.2364, -0.2743, -0.0604], [-0.1818, 0.2947, 0.4172], [0.1707, -0.0781, -0.1209], [0.0789, 0.2399, 0.0680], [-0.0467, 0.0344, 0.3216], [-0.0508, -0.0325, 0.1918], [-0.0367, -0.1399, -0.1985], [-0.0316, 0.1620, 0.4642], [-0.0829, -0.1189, -0.5553], [-0.0590, -0.1379, 0.2091], [-0.0414, 0.1058, -0.0434], [0.0046, -0.0392, 0.0057], [0.1247, 0.0248, -0.0174], [0.1464, -0.1323, 0.1364], [0.3409, 0.0825, -0.1726], [0.1588, -0.7183, 0.8309], [-0.1677, -0.1433, -0.4152], [0.0879, 0.0125, 0.0352], [0.0543, -0.0601, 0.0143], [0.0073, -0.1310, 0.0027], [-0.1537, -0.0670, 0.0042], [0.1194, -0.1115, -0.0305], [-0.1112, 0.0349, -0.0049], [-0.0667, -0.0699, -0.0017], [0.0389, -0.0832, -0.1332], [0.0709, 0.1167, -0.1150], [0.1096, -0.0611, 0.0204], [-0.0599, 0.0224, -0.0979], [0.1314, 0.1099, -0.0136], [0.0149, 0.1306, -0.0397], [-0.0764, 0.1064, -0.0513], [-0.1466, -0.0253, -0.0666], [0.0524, -0.1782, 0.8090], [-0.0506, 0.4689, -0.5918], [0.4288, -1.1710, 0.7642], [-0.1501, 0.7102, -0.3995], [-0.7137, 0.3881, -0.5892], [-0.0105, -0.0533, -0.1292], [-0.0637, -0.0164, -0.0459], [0.1026, 0.1986, 0.0051]], "mulliken_charge": [-0.347, -0.299, 1.246, -0.818, -0.550, -0.608, -0.562, -0.138, -0.081, -0.910, 0.502, -0.926, -0.491, -0.960, 0.581, -0.976, -0.084, 0.198, -0.614, -0.631, -0.590, -0.737, 0.996, -0.317, 0.785, 0.470, 0.407, 0.421, 0.447, 0.508, 0.512, 0.535, 0.441, 0.517, 0.598, 0.399, 0.496, 0.399, 0.399, 0.470, -0.768, -0.265, 0.478, -0.149, 0.048, 0.250, 0.343, 0.375], "spin_multiplicity": 2, "homo_lumo_gap_ev": [5.00, 5.06], "e_homo_ev": [-10.313, -10.772], "total_charge": 1, "s2": 1.198}

***

Summary of molecular weight in g mol⁻¹
333.39 354.23 547.72
(order as listed above)